{
  "formula": "C46H90F12O23",
  "method": "ωB97M-V/def2-TZVPD",
  "symbols": ["C", "C", "O", "C", "O", "C", "F", "F", "F", "H", "H", "H", "H", "H", "C", "C", "O", "C", "O", "C", "F", "F", "F", "H", "H", "H", "H", "H", "C", "C", "O", "C", "O", "C", "F", "F", "F", "H", "H", "H", "H", "H", "C", "C", "O", "C", "O", "C", "F", "F", "F", "H", "H", "H", "H", "H", "C", "O", "C", "C", "O", "C", "C", "O", "C", "H", "H", "H", "H", "H", "H", "H", "H", "H", "H", "H", "H", "H", "H", "C", "O", "C", "C", "O", "C", "C", "O", "C", "H", "H", "H", "H", "H", "H", "H", "H", "H", "H", "H", "H", "H", "H", "C", "O", "C", "C", "O", "C", "C", "O", "C", "H", "H", "H", "H", "H", "H", "H", "H", "H", "H", "H", "H", "H", "H", "C", "O", "C", "C", "O", "C", "C", "O", "C", "H", "H", "H", "H", "H", "H", "H", "H", "H", "H", "H", "H", "H", "H", "C", "O", "C", "C", "O", "C", "C", "O", "C", "H", "H", "H", "H", "H", "H", "H", "H", "H", "H", "H", "H", "H", "H"],
  "positions_angstrom": [[-1.44573, -3.17092, -13.63297], [-0.43837, -3.70487, -12.60542], [0.72521, -2.79891, -12.59009], [1.60748, -2.80820, -13.63836], [1.43518, -3.41865, -14.68223], [2.79740, -1.84215, -13.46739], [2.46929, -0.76079, -14.16551], [3.03885, -1.44686, -12.21021], [3.94680, -2.48738, -13.84865], [-1.09857, -3.16545, -14.66619], [-1.82865, -2.19126, -13.34704], [-2.30933, -3.83512, -13.59954], [-0.11135, -4.73411, -12.75309], [-0.80016, -3.72922, -11.57751], [-5.13348, 7.16945, -1.01325], [-4.16912, 5.97485, -1.05247], [-3.35205, 6.14512, 0.10919], [-2.07307, 6.65935, 0.05763], [-1.59209, 7.14643, -0.97178], [-1.43844, 6.85084, 1.45290], [-0.11055, 6.68350, 1.48270], [-1.69047, 8.13466, 1.80589], [-1.96970, 6.07596, 2.39003], [-5.87740, 7.16389, -1.80990], [-4.55584, 8.09300, -1.05206], [-5.73986, 7.30300, -0.11739], [-3.55439, 6.03272, -1.95073], [-4.72497, 5.03912, -1.11200], [8.89410, -3.70819, 6.00447], [7.61485, -2.84765, 6.32178], [6.48268, -3.70341, 6.39070], [5.24643, -3.19006, 6.73227], [5.09249, -2.04944, 7.19679], [4.05981, -4.14340, 6.53340], [3.71391, -4.67071, 7.69688], [3.04080, -3.37985, 6.09260], [4.39365, -5.13509, 5.70221], [8.92957, -4.28557, 5.08063], [9.06316, -4.38865, 6.83902], [9.75051, -3.03420, 5.98451], [7.48178, -2.15917, 5.48729], [7.78213, -2.25637, 7.22206], [5.12373, 5.46729, -2.14858], [5.50991, 4.08274, -2.57088], [5.69330, 4.00718, -4.00452], [6.35534, 2.94662, -4.54361], [7.08130, 2.12295, -3.93793], [6.22319, 2.88669, -6.13913], [5.19158, 3.53984, -6.53269], [7.41808, 3.18967, -6.72962], [5.95138, 1.66824, -6.53373], [4.07990, 5.67931, -2.38000], [5.68800, 6.27331, -2.61763], [5.19825, 5.54848, -1.06416], [4.74817, 3.37106, -2.25251], [6.50863, 3.89373, -2.17729], [-3.49453, 1.84539, 14.91182], [-3.94403, 1.35767, 13.69132], [-4.63996, 2.28370, 12.77620], [-4.74160, 1.65389, 11.39771], [-3.51860, 1.39821, 10.64949], [-3.72166, 0.70873, 9.42301], [-2.33599, 0.64832, 8.75061], [-1.87682, 1.99247, 8.35169], [-0.51474, 1.98504, 7.96169], [-2.66720, 1.27958, 15.34016], [-4.31530, 1.70844, 15.61587], [-3.13319, 2.87230, 14.85723], [-3.97574, 3.13367, 12.61974], [-5.58592, 2.67591, 13.14958], [-5.48164, 2.17580, 10.79107], [-5.23088, 0.68093, 11.44323], [-4.43071, 1.26609, 8.81086], [-4.05757, -0.31602, 9.58154], [-2.39327, 0.13321, 7.79170], [-1.66619, 0.05070, 9.36890], [0.19276, 1.48083, 8.61996], [-0.08341, 2.96504, 7.75760], [-0.36873, 1.47757, 7.00814], [-1.46394, 5.43385, -10.46009], [-2.12674, 6.39805, -9.80882], [-2.14102, 6.26874, -8.37254], [-3.05368, 7.28913, -7.71970], [-4.41732, 7.24862, -8.14314], [-5.22148, 6.06578, -7.91451], [-6.63110, 6.22788, -8.42489], [-7.31539, 7.15845, -7.66953], [-8.26305, 7.94881, -8.41101], [-1.17135, 5.80254, -11.44322], [-2.06817, 4.56588, -10.72397], [-0.46463, 5.07468, -10.21416], [-1.11126, 6.41285, -8.04558], [-2.33420, 5.23859, -8.07330], [-2.60576, 8.25806, -7.94026], [-2.92975, 7.08679, -6.65585], [-5.26839, 5.85403, -6.84630], [-4.80814, 5.19105, -8.41659], [-7.08757, 5.25360, -8.25020], [-6.57461, 6.42408, -9.49559], [-9.05413, 7.34000, -8.84878], [-7.77894, 8.51811, -9.20451], [-8.78563, 8.66122, -7.77268], [2.29577, -5.45231, -2.99290], [3.35045, -5.32337, -2.13915], [3.32964, -6.03602, -0.90531], [4.56701, -5.77542, -0.03276], [4.71119, -4.43516, 0.41825], [5.96388, -3.88622, 0.66555], [6.82898, -3.44458, -0.49350], [7.21520, -4.55250, -1.32747], [8.45704, -5.16085, -0.81718], [2.22900, -6.41404, -3.50152], [2.32548, -4.64960, -3.72970], [1.31598, -5.29194, -2.54301], [3.37034, -7.05947, -1.27815], [2.50026, -5.71206, -0.27660], [5.46534, -6.18145, -0.49776], [4.51148, -6.42044, 0.84414], [6.51950, -4.66815, 1.18321], [5.86842, -3.01262, 1.31039], [7.65923, -2.81645, -0.17064], [6.20428, -2.78811, -1.09922], [8.98199, -5.50393, -1.70871], [8.30724, -5.97064, -0.10311], [9.13846, -4.46305, -0.33053], [-1.35628, 0.94197, 0.34301], [-0.85460, -0.36014, 0.64204], [0.49617, -0.57387, 0.18422], [0.74538, -0.55725, -1.33868], [0.73072, 0.78227, -1.89305], [0.96045, 0.98792, -3.24849], [-0.19750, 0.48549, -4.13511], [0.28377, 0.63748, -5.41205], [-0.47986, 0.15820, -6.51752], [-1.53335, 1.21153, -0.69819], [-0.73153, 1.69098, 0.82960], [-2.32922, 1.00699, 0.83011], [0.75169, -1.53231, 0.63613], [1.11443, 0.20707, 0.62692], [-0.00505, -1.12873, -1.88491], [1.68929, -1.06310, -1.54179], [1.90522, 0.53856, -3.55443], [1.11182, 2.05940, -3.37927], [-1.09939, 1.09652, -4.09840], [-0.34068, -0.57416, -3.92363], [-0.73003, -0.89906, -6.42964], [0.04750, 0.40960, -7.43774], [-1.36157, 0.79851, -6.54372], [-4.17038, -4.34981, 11.25902], [-4.79776, -5.17723, 10.24391], [-3.89091, -6.05172, 9.58122], [-4.47497, -6.69278, 8.35647], [-4.93361, -5.64531, 7.38687], [-3.91832, -4.99431, 6.57173], [-3.19472, -5.87603, 5.54036], [-2.22415, -6.73710, 6.13635], [-1.68984, -7.62863, 5.20479], [-3.71030, -5.06490, 11.94099], [-4.78785, -3.70159, 11.88082], [-3.42782, -3.74842, 10.73459], [-3.62088, -6.86225, 10.25813], [-2.99564, -5.53174, 9.24028], [-5.32927, -7.31593, 8.62098], [-3.85936, -7.32423, 7.71584], [-3.19239, -4.54923, 7.25220], [-4.26722, -4.12674, 6.01165], [-2.73360, -5.16852, 4.85124], [-3.77986, -6.49636, 4.86145], [-1.15292, -8.40639, 5.74784], [-0.96420, -7.09265, 4.59300], [-2.47971, -8.04517, 4.57973]],
  "forces_ev_per_angstrom": [[-0.5, -0.8, 0.7], [0.5, 0.7, -0.9], [1.5, -0.2, -0.5], [-2.4, -1.6, -0.7], [0.7, 1.0, 1.9], [0.5, -1.0, 1.2], [0.9, 0.0, -0.5], [-0.4, -0.1, -0.2], [-1.3, 1.2, -0.4], [0.3, 0.0, 0.3], [0.3, 0.1, 0.0], [-0.1, -0.1, -0.1], [0.2, 0.1, -0.7], [-0.1, 0.6, -0.1], [-0.2, 0.4, -0.2], [-0.6, 1.8, -0.8], [2.2, -0.7, 1.5], [-1.4, 1.1, -3.9], [-0.7, -1.6, 3.0], [0.0, 0.6, 0.7], [-0.5, -0.1, -0.5], [0.1, -0.4, -0.2], [-0.1, -0.2, -0.2], [0.3, -0.1, -0.3], [0.1, 0.0, -0.4], [0.3, -0.7, 0.4], [0.1, 0.1, 0.1], [0.4, -0.2, 0.9], [-0.6, 0.5, 1.0], [1.6, -0.2, -1.1], [-2.5, -0.4, 0.3], [2.5, 3.6, 1.2], [0.2, -3.4, -1.5], [0.7, 0.7, -0.1], [-0.2, -0.3, 0.3], [0.3, -1.1, -0.3], [-0.7, 0.4, -0.1], [-0.6, 0.2, 0.0], [0.0, -0.1, 0.0], [0.0, 0.1, 0.0], [-0.3, 0.2, 0.1], [-0.3, -0.2, 0.1], [-1.0, 0.6, -0.2], [1.4, 0.1, 0.0], [-0.1, -1.3, -1.4], [2.4, -1.3, 2.0], [-2.9, 2.9, -2.1], [1.4, -1.3, 1.7], [-0.9, 2.8, -1.0], [-1.2, 0.8, 0.5], [0.4, -2.1, 0.2], [-0.1, -0.1, -0.1], [0.3, -0.3, 0.1], [0.2, 0.0, 0.0], [0.3, -0.3, -0.1], [-0.3, -0.6, 0.4], [-0.5, 0.3, 0.6], [-0.7, 0.0, -2.1], [2.7, -0.6, 0.1], [-0.6, -1.9, -0.9], [-0.7, 0.8, 1.2], [1.3, 1.0, 0.2], [-0.6, 1.1, -1.3], [0.4, -1.0, 1.3], [0.4, -0.4, -0.8], [0.1, -0.4, -0.6], [0.0, 0.6, 0.5], [-0.3, 0.3, 0.0], [0.1, 0.4, 0.3], [-0.2, -0.5, 0.0], [0.3, 0.8, -0.2], [-0.1, -0.4, 0.6], [-0.1, -0.1, -0.2], [-0.2, -0.2, 0.1], [-0.4, -0.5, 0.0], [0.4, 0.6, 0.3], [-0.3, -0.1, 0.7], [-0.7, 0.4, 0.4], [-0.3, -0.4, -0.3], [1.2, -1.7, -3.2], [-1.0, 1.6, 2.3], [0.5, -0.3, -1.0], [0.0, -1.2, -0.5], [-0.2, -0.1, -0.1], [1.1, 0.6, 0.3], [0.9, -0.6, 0.0], [-1.2, 1.8, 0.0], [0.2, -0.3, 0.2], [-0.5, 0.5, -0.4], [-0.3, -0.4, 0.5], [0.1, 0.1, 1.6], [0.2, 0.4, 0.4], [-0.6, -0.2, -0.1], [-0.7, 0.2, -0.1], [-0.3, 0.2, 0.4], [0.1, 0.0, 0.3], [0.3, -0.1, -0.1], [-0.2, -0.4, -0.4], [-0.3, 0.3, -0.1], [0.1, -0.3, -0.2], [0.2, -0.1, -0.1], [0.4, -0.1, 0.4], [-1.5, 0.2, -0.6], [1.7, 1.2, 1.1], [0.8, 0.8, -0.6], [1.0, -0.5, -0.2], [-1.6, 0.5, -1.1], [1.4, -0.9, 0.5], [-1.4, -0.4, -1.2], [1.8, 0.4, 1.5], [-0.6, 0.4, -1.1], [0.3, -0.3, -0.1], [0.5, -0.1, -0.2], [-0.2, -0.1, 0.6], [-0.5, -0.6, 1.1], [-0.6, -0.5, -0.3], [0.2, 0.6, -0.6], [-0.6, -0.1, 0.3], [0.5, 0.1, 0.6], [-0.4, -0.1, 0.2], [0.3, -0.3, 0.2], [0.0, -0.1, -0.4], [-0.1, -0.3, 0.1], [-0.4, -0.2, -0.2], [-0.3, 0.5, 0.0], [-0.5, -0.1, 1.0], [0.4, 0.3, -1.3], [-0.8, 0.7, -0.2], [-0.5, 0.3, -0.6], [-0.1, -0.2, 2.1], [-0.4, -0.2, -0.1], [0.7, 0.1, 0.0], [1.5, -0.3, -2.3], [-0.1, 1.3, 0.9], [0.5, -0.4, -0.2], [0.2, 0.2, -0.2], [0.0, -0.1, 0.1], [0.2, 0.0, -0.4], [0.3, 0.1, 0.1], [-0.3, -0.3, 0.3], [0.4, 0.2, 0.0], [0.0, -0.4, -0.3], [-0.2, 0.1, 0.0], [-0.4, -0.2, 0.9], [-0.6, -0.1, 0.2], [0.0, 0.0, -0.1], [0.3, -0.4, 0.2], [-0.7, -0.4, -0.1], [0.8, -1.5, -1.0], [-0.7, 0.6, 0.1], [0.4, 0.1, 0.2], [-1.1, 1.4, -2.0], [0.0, -0.1, -0.3], [0.2, -1.6, 0.9], [0.4, 0.2, 0.3], [-0.7, 0.6, 0.6], [0.5, 0.2, 0.1], [0.5, 0.3, 0.3], [-0.8, -0.3, -0.7], [0.3, 0.2, 0.3], [0.4, -0.1, 0.2], [0.3, 0.3, 0.4], [-0.4, 0.5, -0.2], [0.8, -0.1, 0.9], [0.5, -0.2, 0.0], [-1.0, -0.3, 0.2], [0.6, 0.2, -0.1], [-0.9, 0.0, 0.4], [-0.2, -0.1, 0.0], [0.1, -0.1, -0.4], [0.0, -0.3, -0.1]],
  "lowdin_charge": [-0.062, -0.164, -0.005, -0.338, 0.138, -0.519, 0.184, 0.158, 0.139, 0.075, 0.080, 0.075, 0.122, 0.119, -0.063, -0.191, -0.010, -0.292, 0.127, -0.538, 0.168, 0.152, 0.176, 0.077, 0.079, 0.077, 0.116, 0.122, -0.054, -0.202, -0.002, -0.294, 0.129, -0.557, 0.185, 0.163, 0.172, 0.072, 0.071, 0.071, 0.123, 0.123, -0.072, -0.202, 0.003, -0.284, 0.106, -0.586, 0.212, 0.143, 0.177, 0.078, 0.085, 0.084, 0.134, 0.123, -0.141, -0.191, -0.145, -0.179, -0.137, -0.190, -0.161, -0.176, -0.138, 0.083, 0.083, 0.084, 0.120, 0.125, 0.120, 0.117, 0.125, 0.121, 0.117, 0.122, 0.082, 0.083, 0.076, -0.199, -0.149, -0.192, -0.176, -0.122, -0.173, -0.250, -0.165, -0.084, 0.087, 0.087, 0.089, 0.124, 0.116, 0.129, 0.121, 0.126, 0.120, 0.126, 0.132, 0.082, 0.087, 0.083, -0.160, -0.181, -0.160, -0.177, -0.115, -0.219, -0.202, -0.184, -0.081, 0.085, 0.089, 0.082, 0.130, 0.127, 0.117, 0.121, 0.119, 0.128, 0.118, 0.126, 0.083, 0.076, 0.078, -0.112, -0.187, -0.169, -0.152, -0.165, -0.192, -0.218, -0.214, -0.079, 0.078, 0.086, 0.083, 0.125, 0.120, 0.113, 0.123, 0.127, 0.128, 0.131, 0.117, 0.088, 0.088, 0.081, -0.074, -0.186, -0.227, -0.127, -0.155, -0.158, -0.199, -0.206, -0.121, 0.079, 0.084, 0.080, 0.126, 0.115, 0.123, 0.112, 0.114, 0.120, 0.118, 0.118, 0.091, 0.087, 0.085],
  "lumo_ev": 0.131,
  "homo_energy_ha": -0.344,
  "smiles": "CCOC(=O)C(F)(F)F.CCOC(=O)C(F)(F)F.CCOC(=O)C(F)(F)F.CCOC(=O)C(F)(F)F.COCCOCCOC.COCCOCCOC.COCCOCCOC.COCCOCCOC.COCCOCCOC",
  "spin_multiplicity": 1,
  "gap_ha": 0.349
}